Formula: C32H48INO6S2
Source: the OMol25 dataset
Level of theory: ωB97M-V/def2-TZVPD

**Spin multiplicity**: 1
**Molar mass**: 733.78 g/mol
**HOMO level**: -8.28 eV
**HOMO-LUMO gap**: 8.6 eV
**Net charge**: 0
**SMILES**: CC[C@@H](I)[C@@]1(Cc2ccc(C)cc2)C[C@@H](c2cccnc2)[C@@H](S)S(=O)(=O)O1.C1CCOC1.C1CCOC1.C1CCOC1

Element x y z (Å)
1 C 7.224 1.686 2.174
2 C 5.835 1.617 1.375
3 C 4.620 1.283 2.322
4 I 4.832 2.348 4.239
5 C 3.192 1.563 1.650
6 C 3.180 3.137 1.320
7 C 1.954 3.915 1.879
8 C 1.049 4.542 0.892
9 C -0.117 5.330 1.282
10 C -0.422 5.502 2.702
11 C -1.639 6.341 3.223
12 C 0.433 4.873 3.716
13 C 1.608 4.108 3.274
14 C 3.064 0.821 0.271
15 C 2.561 -0.679 0.335
16 C 3.434 -1.638 1.195
17 C 4.573 -2.313 0.537
18 C 5.385 -3.218 1.363
19 C 4.998 -3.365 2.760
20 N 3.941 -2.787 3.392
21 C 3.209 -1.953 2.605
22 C 1.026 -0.651 0.718
23 S 0.294 -2.287 1.078
24 S 0.806 0.610 2.053
25 O -0.133 1.608 1.555
26 O 0.153 -0.080 3.172
27 O 2.215 1.192 2.652
28 H 8.033 1.444 1.428
29 H 7.380 2.760 2.473
30 H 7.262 0.983 3.038
31 H 5.758 2.588 0.829
32 H 5.954 0.730 0.685
33 H 4.735 0.201 2.612
34 H 3.152 3.250 0.197
35 H 4.103 3.667 1.658
36 H 1.286 4.439 -0.191
37 H -0.772 5.820 0.521
38 H -1.520 7.373 2.783
39 H -2.630 5.925 2.919
40 H -1.516 6.457 4.328
41 H 0.208 4.964 4.808
42 H 2.227 3.653 4.077
43 H 2.283 1.390 -0.323
44 H 3.987 0.838 -0.358
45 H 2.609 -1.070 -0.723
46 H 4.776 -2.120 -0.540
47 H 6.263 -3.723 0.900
48 H 5.644 -4.036 3.385
49 H 2.323 -1.459 3.091
50 H 0.489 -0.253 -0.189
51 H -0.797 -2.478 0.253
52 C -0.420 0.806 -4.024
53 C -1.201 2.087 -3.803
54 C -0.435 2.728 -2.657
55 O 0.933 2.313 -2.791
56 C 1.006 1.258 -3.759
57 H -0.552 0.377 -5.017
58 H -0.719 0.058 -3.286
59 H -1.139 2.719 -4.694
60 H -2.255 1.926 -3.572
61 H -0.800 2.374 -1.687
62 H -0.490 3.818 -2.672
63 H 1.469 1.664 -4.665
64 H 1.638 0.453 -3.376
65 C -4.175 -3.386 -3.524
66 C -4.544 -2.575 -4.751
67 C -3.964 -1.210 -4.411
68 O -2.817 -1.445 -3.583
69 C -2.816 -2.815 -3.172
70 H -4.154 -4.462 -3.697
71 H -4.885 -3.185 -2.718
72 H -4.042 -2.985 -5.632
73 H -5.615 -2.544 -4.953
74 H -4.675 -0.606 -3.836
75 H -3.668 -0.647 -5.298
76 H -2.017 -3.328 -3.719
77 H -2.599 -2.872 -2.103
78 C -6.443 -5.591 1.240
79 C -7.279 -4.337 1.065
80 C -6.582 -3.656 -0.099
81 O -6.025 -4.696 -0.914
82 C -6.091 -5.935 -0.196
83 H -6.964 -6.399 1.755
84 H -5.535 -5.357 1.802
85 H -8.300 -4.609 0.783
86 H -7.326 -3.713 1.958
87 H -5.759 -3.022 0.247
88 H -7.263 -3.047 -0.697
89 H -6.869 -6.552 -0.659
90 H -5.136 -6.459 -0.281

Cartesian forces, eV/Å:
-0.35 0.54 -1.20
0.98 -0.73 1.05
0.11 -0.60 -0.66
-0.27 -0.36 -0.51
2.91 1.56 -0.31
-1.07 0.45 0.02
-2.27 1.54 -0.29
-0.33 0.42 1.79
1.40 -0.91 1.65
0.83 -1.03 0.48
1.34 0.39 -0.71
0.76 -0.34 -2.94
-1.02 0.58 -0.43
-1.20 -0.55 -0.20
0.01 -0.43 -0.02
1.90 -1.63 0.28
-0.78 -0.27 2.79
-2.10 1.89 0.00
0.87 -0.37 -1.03
0.65 0.52 -2.54
-0.45 0.61 -1.20
0.90 0.21 -1.75
0.16 -0.34 0.23
-5.42 -0.19 2.93
2.36 -0.15 -0.75
2.34 0.31 -0.89
-0.92 -1.06 -2.10
-0.65 0.12 0.85
-0.04 -1.28 0.13
0.03 0.65 -0.70
-0.30 -0.98 0.21
-0.40 1.10 0.37
-0.32 1.18 -0.17
0.03 -0.09 1.16
-0.66 -0.74 -0.04
-0.24 0.01 0.91
0.73 -0.57 0.71
-0.40 -0.95 0.42
0.82 0.26 0.41
-0.49 -0.24 -0.90
0.23 -0.06 -1.23
-0.46 0.33 -0.82
0.76 -0.61 0.48
-0.56 0.29 0.93
-0.06 0.33 1.09
-0.08 -0.28 0.95
-0.84 0.34 0.74
-0.80 0.70 -0.54
0.99 -0.64 -0.29
0.50 0.03 1.20
0.81 1.05 0.26
0.04 -0.31 0.21
-0.05 0.24 -0.22
-0.06 -0.03 0.31
-0.10 -0.15 -0.05
0.14 0.23 -0.17
0.01 -0.01 0.05
-0.05 0.00 -0.12
-0.03 0.00 0.05
0.06 -0.02 0.03
-0.07 0.07 0.00
0.12 -0.03 0.03
0.04 -0.09 -0.03
0.04 0.07 0.05
-0.25 0.01 0.27
0.10 -0.02 -0.32
-0.06 0.17 0.12
-0.23 -0.07 -0.11
0.34 -0.10 -0.05
0.00 0.05 0.04
0.05 -0.12 -0.02
-0.05 0.05 0.00
0.04 0.03 0.03
-0.06 0.00 -0.08
0.09 0.02 0.08
0.01 -0.09 0.07
0.02 0.06 -0.02
0.26 -0.06 0.22
-0.34 0.04 0.00
0.23 0.15 -0.09
-0.10 -0.04 0.28
-0.11 -0.11 -0.25
0.02 0.02 -0.05
-0.04 -0.04 -0.01
0.03 0.04 0.02
0.02 -0.01 -0.05
-0.07 0.07 0.04
0.07 -0.05 -0.07
0.03 -0.08 0.06
-0.01 0.07 -0.09

---

Formula: C32H49BeF12O16
Source: the OMol25 dataset
Level of theory: ωB97M-V/def2-TZVPD

**Spin multiplicity**: 1
**Molar mass**: 926.72 g/mol
**HOMO level**: -11.20 eV
**HOMO-LUMO gap**: 1.7 eV
**Net charge**: +1

Element x y z (Å)
1 Be -2.120 -4.963 -2.925
2 C 1.376 -1.325 -0.911
3 O 2.130 -1.984 0.159
4 O 0.535 -2.293 -1.465
5 C 0.661 0.015 -0.417
6 F 0.343 1.007 -1.279
7 F -0.565 -0.039 0.158
8 F 1.473 0.586 0.479
9 C 1.531 -2.486 1.371
10 C 2.426 -3.100 2.397
11 H 1.912 -3.456 3.289
12 H 3.125 -3.901 2.155
13 H 3.089 -2.345 2.822
14 H 0.804 -3.227 1.040
15 H 0.899 -1.711 1.804
16 H 2.119 -0.848 -1.550
17 C -4.291 4.381 1.679
18 O -5.719 4.532 1.786
19 C -6.120 4.888 3.112
20 C -7.532 5.346 3.278
21 O -8.680 4.393 3.423
22 C -8.895 3.380 2.421
23 H -4.013 3.822 2.573
24 H -3.673 5.264 1.514
25 H -4.198 3.740 0.802
26 H -5.535 5.735 3.468
27 H -5.976 4.044 3.787
28 H -7.749 5.892 2.360
29 H -7.594 6.021 4.132
30 H -9.771 2.778 2.665
31 H -8.033 2.716 2.372
32 H -9.098 3.869 1.468
33 O -2.575 -6.094 1.085
34 C -3.014 -6.002 2.223
35 O -3.476 -7.033 2.973
36 C -4.101 -6.615 4.235
37 C -3.574 -5.193 4.366
38 C -3.215 -4.734 3.009
39 H -3.795 -7.276 5.046
40 H -5.176 -6.441 4.278
41 H -2.672 -5.169 4.977
42 H -4.264 -4.497 4.844
43 H -2.392 -4.027 2.910
44 H -4.147 -4.340 2.602
45 O -4.653 -2.025 -1.092
46 C -5.431 -1.096 -1.320
47 O -6.466 -1.060 -0.654
48 C -7.398 -0.088 -1.047
49 C -6.512 0.954 -1.752
50 C -5.323 0.128 -2.256
51 H -8.152 0.173 -0.305
52 H -8.063 -0.579 -1.758
53 H -6.116 1.703 -1.066
54 H -7.049 1.429 -2.573
55 H -4.379 0.637 -2.063
56 H -5.501 -0.239 -3.267
57 O -1.507 -0.960 -8.716
58 C -0.685 -0.193 -8.114
59 O -0.953 1.137 -8.050
60 C 0.131 1.905 -7.514
61 C 1.266 0.868 -7.482
62 C 0.597 -0.548 -7.511
63 H -0.043 2.272 -6.503
64 H 0.345 2.758 -8.158
65 H 1.836 0.930 -6.555
66 H 1.889 0.970 -8.371
67 H 0.456 -1.063 -6.560
68 H 0.976 -1.140 -8.344
69 C 5.785 2.899 -2.184
70 C 6.591 3.451 -3.278
71 O 7.884 3.039 -3.189
72 C 8.904 3.874 -3.381
73 O 8.818 4.998 -3.848
74 C 10.245 3.160 -3.150
75 F 10.459 2.129 -4.049
76 F 11.164 4.077 -3.292
77 F 10.384 2.726 -1.895
78 H 5.918 1.817 -2.201
79 H 4.793 3.330 -2.319
80 H 6.165 3.089 -1.180
81 H 6.500 4.534 -3.194
82 H 6.106 3.264 -4.236
83 C 7.089 -1.557 0.048
84 C 7.421 -2.547 -1.075
85 O 6.630 -2.285 -2.204
86 C 7.180 -2.030 -3.378
87 O 8.377 -1.807 -3.575
88 C 6.173 -1.866 -4.461
89 F 6.219 -0.632 -4.940
90 F 6.456 -2.763 -5.432
91 F 4.943 -2.095 -4.061
92 H 7.369 -1.908 1.041
93 H 6.044 -1.303 0.229
94 H 7.570 -0.599 -0.148
95 H 7.036 -3.510 -0.743
96 H 8.500 -2.477 -1.216
97 C -2.440 0.338 5.968
98 C -1.054 0.318 5.283
99 O 0.006 0.535 6.219
100 C 0.336 -0.424 7.060
101 O -0.007 -1.619 7.036
102 C 1.518 0.056 8.006
103 F 2.644 -0.501 7.468
104 F 1.695 1.341 7.945
105 F 1.286 -0.400 9.228
106 H -2.599 1.362 6.307
107 H -2.580 -0.368 6.786
108 H -3.211 0.123 5.227
109 H -1.055 0.776 4.293
110 H -0.988 -0.733 5.001

Cartesian forces, eV/Å:
0.08 0.35 0.39
-2.02 -2.05 1.34
0.05 0.43 -1.12
2.04 2.18 0.86
-2.63 2.75 1.47
1.93 -0.88 -1.83
0.40 -2.32 0.93
0.48 -0.73 -0.12
-1.65 0.18 -0.63
1.78 0.46 0.91
-0.70 0.04 -0.37
-0.41 -0.11 -0.83
0.06 0.35 -0.11
-0.22 -0.37 -0.28
0.21 0.29 0.21
0.48 -0.55 -0.57
-1.37 -1.23 -0.09
-0.06 0.87 0.27
0.33 -0.63 0.35
-2.23 -0.78 -1.69
1.26 0.17 0.47
0.66 1.07 0.35
0.72 0.04 -0.05
-0.43 0.40 0.33
0.40 -0.04 0.05
0.35 0.03 0.02
0.43 -0.25 0.16
-0.16 0.51 -0.02
-0.22 -0.31 0.00
0.01 0.29 0.43
0.10 -0.04 -0.29
0.21 -0.13 -0.31
-0.58 -0.40 1.77
0.26 0.18 -0.82
-0.74 -0.68 -0.25
0.87 1.58 -0.35
1.29 0.63 2.31
-0.70 -0.06 -1.11
0.04 -0.06 -0.39
-0.29 -1.19 -1.02
0.06 -0.15 0.23
-0.15 -0.26 0.08
-0.22 -0.09 -0.02
0.20 0.56 -0.58
0.18 1.11 -1.25
5.34 -1.35 -1.63
-4.94 -0.48 3.95
-0.86 0.52 -1.68
-0.32 0.37 -0.07
-0.68 -0.86 0.90
1.01 0.40 0.75
0.15 -0.07 -0.59
-0.39 0.11 0.07
0.05 0.20 0.22
0.03 -0.27 -0.60
0.53 0.24 -0.14
3.30 2.87 2.60
-5.37 -1.84 -2.66
-0.46 0.03 -0.02
0.74 -1.21 0.11
0.56 -0.78 0.69
0.41 1.41 -1.07
-0.62 -0.05 -0.05
-0.16 -0.18 -0.08
0.40 0.37 -0.34
0.21 0.03 0.28
0.28 -0.04 -0.20
0.73 -0.60 0.77
0.06 -1.15 0.98
-1.90 2.73 -0.44
2.59 -1.11 0.38
-1.31 1.32 -2.11
0.30 -1.97 1.30
0.40 -0.22 -0.20
-0.45 1.35 1.38
1.06 0.34 -0.74
-0.52 -0.81 -0.10
-1.03 -0.34 -0.33
-0.27 -0.71 0.34
0.06 0.83 -0.06
0.53 0.29 -0.10
0.46 -0.58 -0.28
-0.17 0.78 0.15
-0.42 0.11 2.41
-0.73 0.21 -1.36
4.13 1.19 1.30
-2.75 -0.80 0.22
0.06 -0.70 -1.19
0.12 0.27 -0.40
-0.11 0.55 0.04
-1.14 -0.18 0.33
0.65 -0.23 -0.23
-0.36 -0.37 -0.71
0.20 0.00 0.14
0.73 -0.31 -0.09
-0.23 -0.47 -0.59
0.41 1.31 -0.44
-1.86 -3.54 0.42
-0.12 1.33 -0.34
0.30 -3.33 -0.24
0.53 3.56 0.18
-0.80 -1.75 -1.97
-0.45 -0.07 0.81
-0.03 1.15 0.77
0.57 0.41 -0.01
-0.35 -0.06 0.31
0.46 0.05 -0.05
0.07 0.00 -0.12
0.80 1.24 0.75
0.45 -0.30 -0.12